# 1
Computed, not measured: a 2-piece molecular cluster, C6H8IN3O overall, with ωB97M-V/def2-TZVPD.

Gap between HOMO and LUMO in eV: 4.1
ΔE to the lowest compared entry with this formula, charge and spin in kJ/mol: 25.1
Charge: +2
HOMO in eV: -13.91

The geometry in XYZ format:
```
19
Properties=species:S:1:pos:R:3:forces:R:3:nbo_charge:R:1
C -3.529069 1.928884 -1.087563 -0.53 -2.69 -0.68 0.71
C 2.271490 0.760356 -0.293219 0.53 -0.89 0.58 0.42
C -4.099126 0.743699 -1.310482 0.96 1.20 0.93 -0.76
C 1.527075 -1.090251 1.059335 -4.18 2.63 -0.98 0.52
C 0.046395 0.171618 -0.452393 1.27 -2.06 2.67 0.13
C 0.177176 -0.860133 0.494291 4.04 3.33 -2.75 -0.22
N 1.089623 1.002854 -0.809418 1.85 -1.46 0.18 -0.44
N 2.427705 -0.124382 0.706917 1.84 -1.13 0.67 -0.50
N 1.740222 -1.896571 2.029158 -1.91 -0.04 -2.10 -0.62
O -2.917688 2.898432 -1.101796 0.46 1.18 0.55 -0.43
I -3.927580 -1.086125 -0.370157 0.26 0.30 0.26 0.22
H -4.784867 0.756815 -2.100311 -1.00 0.00 -1.03 0.28
H 3.194204 1.099100 -0.735743 0.01 0.89 0.06 0.29
H -0.836912 0.398894 -0.913290 -2.44 0.35 -1.01 0.27
H -0.603180 -1.448076 0.750700 -2.53 -1.74 0.67 0.28
H 1.163442 1.501019 -1.693246 -0.93 0.43 -0.05 0.49
H 3.369035 -0.301607 1.158262 -0.89 0.99 -1.17 0.48
H 1.133183 -2.656776 2.202063 -0.71 -0.89 0.57 0.46
H 2.558879 -1.797744 2.466885 3.89 -0.40 2.64 0.42
```
Forces are in eV/Å.

***

# 2
Computed, not measured: C28H77AsF6N7O7 as an isolated structure, with ωB97M-V/def2-TZVPD.

Gap between HOMO and LUMO in eV: 9.2
ΔE to the lowest compared entry with this formula, charge and spin in kJ/mol: 445.3
Charge: -1
HOMO in eV: -7.28

The geometry in XYZ format:
```
126
Properties=species:S:1:pos:R:3:forces:R:3:mulliken_charge:R:1
As 1.788379 1.050743 -0.271856 -0.11 1.22 -0.01 2.05
F 2.715199 0.487083 1.184594 -0.82 0.45 -1.65 -0.52
F 1.016829 2.314823 0.764604 0.59 -1.13 -0.99 -0.51
F 0.893589 1.681773 -1.743656 0.69 -0.93 1.81 -0.53
F 2.582919 -0.146347 -1.325806 -0.75 0.72 1.09 -0.48
F 0.449939 -0.054677 0.182284 1.25 0.82 -0.73 -0.50
F 3.071589 2.243723 -0.677486 -0.87 -1.14 0.51 -0.50
C 7.212489 4.758063 3.461804 -0.09 1.02 -0.29 -1.44
C 8.283519 3.707853 3.285774 -0.32 -0.64 -0.31 0.54
C 7.661559 2.320573 3.207884 -0.94 0.17 1.47 -0.76
O 8.580399 1.281443 3.476424 0.61 0.57 0.43 -0.34
C 8.094089 0.034883 3.124124 -0.65 -0.73 -2.71 -0.86
N 8.979899 3.966863 2.038524 0.86 0.66 0.30 -0.68
H 6.625919 4.816043 2.544924 -0.10 0.05 -0.13 0.34
H 7.722439 5.713663 3.583784 -0.05 0.17 -0.18 0.36
H 6.480319 4.725223 4.268604 0.33 -0.71 0.23 0.37
H 9.034849 3.806013 4.069324 -0.16 -0.39 0.32 0.24
H 7.116789 2.258383 2.265834 0.42 -0.41 -0.56 0.34
H 6.856009 2.237023 3.937424 -0.18 0.01 0.45 0.41
H 8.800509 -0.794287 3.163394 0.22 0.36 1.01 0.31
H 7.920779 0.073123 2.048674 0.02 -0.01 -0.69 0.35
H 7.080399 -0.255717 3.399924 0.04 0.19 1.28 0.34
H 9.525989 3.146593 1.817074 -0.06 0.11 -0.53 0.25
H 8.370759 4.279913 1.296184 0.00 -0.42 -0.10 0.23
C -1.658591 -1.179877 5.848504 -1.36 -0.52 0.26 -1.43
C -0.836751 -2.158977 6.672984 0.95 0.35 -0.85 0.51
C -1.232491 -3.652847 6.459974 -0.57 0.35 -0.49 -0.70
O -2.432481 -3.945477 7.152634 0.38 2.21 1.98 -0.33
C -3.072631 -5.100787 6.818664 -0.02 -0.86 -1.25 -0.71
N 0.587119 -1.882827 6.289744 0.00 -0.93 0.91 -0.76
H -1.501511 -1.361747 4.785324 0.03 0.13 -0.04 0.35
H -1.462221 -0.134577 6.087014 0.42 -0.09 -0.01 0.39
H -2.719071 -1.306327 6.066454 -0.27 -0.11 -0.15 0.31
H -0.976291 -1.930567 7.729604 0.25 -0.10 0.10 0.23
H -0.485711 -4.396367 6.738554 0.48 0.30 0.19 0.43
H -1.456821 -3.806277 5.404404 0.25 0.03 -0.50 0.32
H -3.905201 -5.380607 7.464134 0.15 0.54 0.34 0.24
H -2.366501 -5.931127 6.821964 0.03 -0.41 -0.19 0.29
H -3.470211 -4.932977 5.817724 -0.24 -0.67 -0.42 0.30
H 0.784779 -0.897067 6.386274 -0.14 0.12 0.30 0.28
H 0.774869 -2.050607 5.311634 -0.32 -0.34 -0.23 0.27
C -6.907721 -1.776297 -2.647766 0.95 -0.63 1.16 -1.46
C -5.485721 -1.647797 -3.349826 -1.84 0.78 2.34 0.36
C -4.336941 -2.332937 -2.525856 -1.65 0.32 -0.97 -0.72
O -4.766861 -3.668477 -2.396566 1.89 -1.60 0.40 -0.31
C -3.793021 -4.643737 -1.852366 -1.46 1.25 0.68 -0.82
N -5.660301 -2.216407 -4.651756 0.59 -0.81 -0.53 -0.75
H -7.172011 -2.809587 -2.422876 0.60 -0.45 -0.11 0.37
H -7.796401 -1.495437 -3.212966 0.43 0.91 -0.32 0.39
H -6.896121 -1.328207 -1.654196 -0.22 0.49 -0.06 0.36
H -5.266051 -0.580267 -3.365226 0.20 0.10 -0.32 0.31
H -4.220321 -1.889017 -1.537206 0.12 0.29 -0.04 0.42
H -3.445841 -2.207677 -3.140956 0.38 -0.25 0.18 0.37
H -2.812561 -4.730277 -2.320676 -0.47 -0.17 -1.04 0.30
H -4.427071 -5.523677 -1.743686 0.65 -0.34 -0.50 0.26
H -3.486171 -4.403847 -0.834326 -0.38 0.54 0.36 0.31
H -5.408331 -3.173107 -4.448446 0.33 -0.66 -0.65 0.34
H -6.659391 -2.320787 -4.756786 -0.13 0.25 -0.58 0.28
C 5.203099 -10.373047 4.105954 1.16 0.95 0.59 -1.40
C 4.513089 -9.298647 5.013904 1.15 -2.74 -0.67 0.22
C 3.528029 -8.502487 4.236504 1.22 1.51 -0.29 -0.48
O 4.235679 -7.549277 3.352704 -2.07 -0.16 0.95 -0.33
C 3.239399 -6.681547 2.768874 0.35 0.07 -0.41 -0.73
N 3.853639 -10.089917 6.039334 0.26 0.08 0.21 -0.68
H 5.861279 -9.868097 3.398914 -0.23 -0.02 -0.36 0.35
H 4.576389 -11.098347 3.587034 -0.45 0.34 0.06 0.34
H 5.879979 -10.942707 4.742684 -0.07 -0.13 0.10 0.39
H 5.318849 -8.755937 5.508194 -0.21 0.52 -0.27 0.38
H 2.931659 -8.004507 5.001004 -0.35 0.63 -0.36 0.34
H 2.899769 -9.214297 3.701044 -0.20 0.20 -0.45 0.25
H 3.629829 -5.786947 2.283724 0.96 -0.40 -0.15 0.29
H 2.561599 -6.195857 3.470864 -0.24 -0.69 0.54 0.28
H 2.706229 -7.241507 2.000584 -0.37 0.02 0.09 0.29
H 3.169099 -10.672407 5.578674 -0.42 -0.01 0.48 0.24
H 3.480949 -9.509227 6.776904 -0.48 -0.16 -0.06 0.24
C -3.266911 8.536093 -4.369736 0.49 0.63 0.43 -1.23
C -1.911031 7.828313 -4.446316 0.24 0.56 -0.84 0.36
C -0.754441 8.621943 -3.768896 -1.39 -0.21 -0.17 -0.62
O 0.558949 8.232153 -4.094896 0.31 -0.60 0.87 -0.38
C 0.988449 7.006483 -3.419076 -0.51 0.43 -1.13 -0.76
N -2.081171 6.525933 -3.847386 0.00 -0.30 0.56 -0.70
H -3.964621 8.192423 -5.133406 0.10 -0.10 0.13 0.30
H -3.118891 9.611173 -4.471666 -0.13 0.12 -0.27 0.34
H -3.710771 8.407263 -3.382566 -0.15 -0.17 0.06 0.32
H -1.726211 7.732753 -5.516266 0.50 -0.16 -0.10 0.25
H -0.973991 8.488253 -2.709646 0.36 0.07 0.53 0.35
H -0.920081 9.681333 -3.964746 0.59 0.13 -0.30 0.31
H 0.528189 6.177653 -3.956956 0.33 -0.25 0.11 0.34
H 0.685559 6.949603 -2.373556 -0.03 0.31 0.08 0.35
H 2.068429 6.887293 -3.505886 -0.10 0.38 -0.03 0.23
H -1.178871 6.123623 -3.637356 -0.01 -0.36 -0.45 0.24
H -2.364961 6.794443 -2.916016 -0.62 -0.52 0.54 0.30
C 1.960719 -0.443157 -8.215586 1.09 1.13 -0.73 -1.41
C 0.617689 -0.355787 -8.901676 -1.16 -1.20 -1.17 0.44
C 0.558669 -0.951627 -10.350556 0.00 -0.05 -0.31 -0.80
O -0.690541 -0.662087 -11.024206 0.07 -0.54 0.30 -0.33
C -0.845581 -1.324107 -12.289366 0.24 1.19 0.29 -0.74
N -0.379191 -0.986017 -8.017056 0.00 0.62 -0.40 -0.65
H 2.081259 0.283063 -7.411746 -0.48 0.21 0.06 0.41
H 2.708459 -0.124427 -8.941806 0.53 -0.33 0.03 0.37
H 2.232369 -1.381967 -7.732946 -0.27 -0.34 -0.57 0.33
H 0.311919 0.659413 -9.154606 0.09 0.38 0.77 0.19
H 0.799129 -2.012817 -10.415076 -0.37 -0.48 0.41 0.41
H 1.353819 -0.512337 -10.952926 0.28 0.45 0.02 0.36
H -1.629441 -0.853607 -12.882896 -0.40 0.30 0.58 0.27
H -1.128321 -2.374767 -12.223876 0.53 -0.18 0.22 0.27
H 0.026399 -1.092157 -12.900876 0.47 -0.73 -0.04 0.31
H -0.072151 -0.646397 -7.116786 -0.57 -0.07 0.58 0.30
H -0.161991 -1.972077 -7.992256 -0.07 -0.34 -0.03 0.26
C -5.705111 4.315023 1.098574 0.33 0.09 -0.27 -1.37
C -4.811181 5.023053 2.104224 -0.44 0.83 -1.19 0.58
C -4.754151 4.397733 3.450184 -0.75 -0.82 1.26 -0.64
O -5.820591 4.843683 4.235474 -0.96 0.95 -0.04 -0.34
C -6.151481 4.104733 5.403574 0.08 1.08 -1.42 -0.73
N -3.483041 5.155553 1.556974 0.97 -0.18 -0.08 -0.70
H -5.173951 3.436863 0.731414 -0.38 -0.47 0.19 0.35
H -5.826801 4.938893 0.213094 -0.01 0.16 0.05 0.32
H -6.700131 4.119233 1.498204 0.14 -0.31 0.05 0.33
H -5.216841 6.034603 2.122154 0.00 0.18 0.79 0.20
H -3.821221 4.601183 3.975874 0.36 0.14 -0.05 0.33
H -4.849961 3.315713 3.359934 0.28 -0.47 -0.18 0.32
H -5.315591 4.216383 6.094164 -0.10 -0.73 0.36 0.29
H -6.437861 3.112653 5.054484 0.29 -0.44 0.72 0.33
H -7.031391 4.627573 5.778424 0.05 -0.24 0.32 0.22
H -2.885731 5.398213 2.334424 0.31 0.73 0.05 0.26
H -3.098991 4.241543 1.364114 -0.12 -0.49 -0.60 0.27
```
Forces are in eV/Å.

***

# 3
Computed, not measured: a 2-piece molecular cluster, CH6N3O overall, with ωB97M-V/def2-TZVPD.

Gap between HOMO and LUMO (spin up / spin down) in eV: 6.0 / 5.8
ΔE to the lowest compared entry with this formula, charge and spin in kJ/mol: 525.5
Spin multiplicity: 3
Charge: +1
HOMO (spin up / spin down) in eV: -10.26 / -14.33

The geometry in XYZ format:
```
11
Properties=species:S:1:pos:R:3:forces:R:3:nbo_charge:R:1
C -0.219406 -0.108755 0.220422 0.53 0.67 -1.99 0.45
N -1.358718 -0.767790 0.329598 -1.40 -3.77 -4.21 -0.14
N 0.312930 0.989803 -1.345059 1.11 0.88 3.33 -0.83
N 1.070661 -0.630962 0.579952 -1.47 -0.30 3.98 -0.73
O -1.096518 0.443983 1.132007 0.00 4.53 3.86 -0.31
H -2.238255 -0.590222 -0.248856 0.70 -0.35 1.23 0.44
H -0.038227 1.823839 -0.801265 0.84 -0.50 -0.49 0.34
H -0.433136 0.937517 -1.952029 -2.14 -0.70 -2.37 0.34
H 1.618431 0.164241 0.995451 -0.31 -0.74 -0.52 0.48
H 1.476731 -0.884887 -0.296609 0.95 -0.84 -0.74 0.49
H 0.905509 -1.376767 1.386388 1.20 1.10 -2.08 0.46
```
Forces are in eV/Å.

***

# 4
Computed, not measured: a 11-piece molecular cluster, C22H61Cl3NO12 overall, with ωB97M-V/def2-TZVPD.

Gap between HOMO and LUMO in eV: 6.8
Charge: -1
HOMO in eV: -5.32

The geometry in XYZ format:
```
99
Properties=species:S:1:pos:R:3:forces:R:3:mulliken_charge:R:1
C 1.757989 -2.469217 2.716926 0.18 -0.29 -0.75 -1.43
C 0.425327 -2.338805 1.975954 0.34 1.20 0.41 -0.21
C 0.437972 -1.076619 1.069247 -0.29 -0.46 -0.05 0.29
C -0.012316 -1.371535 -0.369665 0.82 0.32 -0.16 -0.69
C -0.716120 -0.225144 -1.093793 -0.16 -0.02 0.14 -1.20
C 0.133987 0.995864 -1.542226 -0.13 -0.10 -0.06 -0.48
C 1.662937 0.894592 -1.422982 0.00 0.34 -0.07 -0.87
C 2.375204 2.209656 -1.031786 0.00 -0.16 -0.30 1.13
C 3.479508 2.559798 -2.082355 0.19 -0.28 -0.19 -0.13
O 4.113964 1.584565 -2.534373 0.19 -0.22 0.10 -0.89
O 3.616310 3.753409 -2.385561 -0.41 0.66 0.04 -0.73
N 2.952079 2.064300 0.348781 -0.30 0.00 -0.02 -0.32
Cl 4.609502 2.639290 0.433254 0.06 -0.04 0.01 -0.15
C 2.269769 2.861744 1.371248 0.30 0.23 0.34 -0.25
Cl 0.492252 2.633899 1.346975 0.14 0.01 -0.17 -0.17
C 2.818107 2.500364 2.777153 -0.42 -0.09 0.11 0.24
C 1.903160 1.727792 3.709163 0.39 -0.15 0.42 -1.27
Cl 3.286256 4.027834 3.617358 0.12 0.01 0.03 -0.25
H 1.809808 -3.342810 3.367850 -0.10 0.11 0.21 0.42
H 2.567021 -2.576429 1.986134 0.04 -0.01 0.04 0.32
H 1.972523 -1.551933 3.263420 -0.04 -0.08 0.27 0.25
H -0.346978 -2.169247 2.721704 -0.10 -0.48 -0.17 0.03
H 0.189979 -3.222396 1.384631 0.00 -0.13 0.09 0.41
H 1.446831 -0.660680 1.091153 0.00 0.16 -0.17 0.03
H -0.213815 -0.305871 1.487535 -0.02 -0.02 0.10 0.27
H -0.621995 -2.270434 -0.408092 -0.24 0.09 0.12 0.55
H 0.890641 -1.618281 -0.942024 -0.09 -0.21 -0.06 0.18
H -1.228303 -0.645930 -1.962827 0.06 -0.04 -0.05 0.24
H -1.518076 0.131653 -0.437919 -0.03 0.02 -0.01 0.34
H -0.096445 1.181027 -2.593631 -0.01 0.05 -0.02 0.35
H -0.226882 1.883624 -1.026220 0.07 -0.04 0.07 0.50
H 2.075072 0.612326 -2.388235 0.08 -0.16 0.01 0.42
H 2.003303 0.137722 -0.724190 -0.12 -0.06 0.08 0.13
H 1.684447 3.054492 -1.056235 -0.04 -0.02 0.17 -0.19
H 2.419861 3.927514 1.193610 -0.11 0.04 -0.05 0.64
H 3.728274 1.926390 2.657282 0.13 0.15 -0.15 0.40
H 1.103753 2.343158 4.113194 -0.17 -0.04 -0.24 0.36
H 1.514657 0.829484 3.232797 -0.13 0.09 -0.14 0.07
H 2.505104 1.401573 4.560874 0.01 0.01 0.00 0.47
C 1.257818 6.022341 -1.336623 0.04 -0.16 -0.28 -0.08
O 0.888655 5.523351 -2.614129 0.11 0.03 -0.02 -0.59
H 0.436236 6.624088 -0.950688 -0.04 -0.04 0.00 0.25
H 1.450051 5.191249 -0.654875 0.05 0.17 0.18 -0.01
H 2.155972 6.642097 -1.413501 0.03 -0.01 0.16 0.18
H 1.641478 4.990431 -2.912394 0.04 -0.10 0.07 0.31
C -2.307561 -4.613293 3.105411 -0.10 0.15 -0.04 -0.40
O -2.193417 -3.204361 3.240251 -0.25 -0.12 0.23 -0.47
H -1.464610 -4.956409 2.508225 0.04 0.06 0.01 0.26
H -2.277624 -5.109551 4.079924 0.00 -0.07 -0.03 0.27
H -3.239309 -4.872176 2.598896 0.02 -0.15 0.04 0.04
H -2.946368 -2.905621 3.760277 -0.07 -0.01 -0.10 0.27
C 7.251838 1.974392 -4.275856 -0.21 -0.15 0.06 -0.54
O 6.278114 0.993340 -4.011440 0.27 0.25 0.05 -0.54
H 8.010528 1.536988 -4.928722 0.02 0.02 -0.01 0.23
H 6.819062 2.845919 -4.781783 0.07 0.05 0.01 0.24
H 7.744143 2.315950 -3.356438 0.05 0.06 -0.04 0.20
H 5.598330 1.399809 -3.423299 -0.31 -0.31 -0.14 0.51
C 0.491103 -3.806081 -3.070172 -0.05 -0.24 0.19 -0.65
O -0.623122 -3.952226 -2.192137 -0.10 -0.02 -0.17 -0.44
H 0.450131 -2.805962 -3.493848 -0.04 0.03 0.04 0.27
H 1.428009 -3.918494 -2.517772 0.07 0.08 -0.10 0.32
H 0.454033 -4.544823 -3.875749 0.05 0.06 -0.05 0.26
H -0.589328 -4.832915 -1.810721 0.02 0.00 -0.01 0.25
C -6.159600 -4.471729 1.933752 -0.04 0.00 0.26 -0.61
O -5.685177 -4.273958 3.258790 0.04 0.27 -0.01 -0.47
H -5.335149 -4.272286 1.251260 0.02 0.02 0.01 0.23
H -6.505327 -5.496706 1.785522 -0.03 0.02 -0.08 0.24
H -6.978806 -3.784776 1.703673 0.00 -0.03 -0.12 0.35
H -6.421402 -4.449342 3.858783 0.23 -0.26 -0.12 0.31
C -6.337787 -6.500535 -1.267632 -0.07 -0.09 0.12 -0.58
O -7.445583 -6.631099 -0.380243 0.03 -0.02 -0.09 -0.50
H -6.346684 -5.483114 -1.648846 -0.01 0.02 0.01 0.22
H -5.391269 -6.672894 -0.748846 0.03 0.03 -0.04 0.26
H -6.418968 -7.193671 -2.108850 0.04 0.03 -0.03 0.30
H -7.443817 -7.528603 -0.037670 -0.03 0.00 0.01 0.28
C -7.688936 -7.399267 4.484031 -0.02 0.12 0.01 -0.59
O -7.524655 -5.990940 4.610192 -0.20 0.03 0.13 -0.47
H -6.855690 -7.767166 3.891266 0.02 0.02 0.00 0.22
H -7.670817 -7.886794 5.461337 0.02 -0.05 -0.02 0.29
H -8.624181 -7.642626 3.973990 0.02 -0.05 -0.01 0.27
H -8.254691 -5.649333 5.134491 0.00 -0.02 0.00 0.27
C 2.411539 -5.194342 -6.334426 -0.16 -0.27 -0.08 -0.49
O 1.357903 -6.084446 -5.963508 0.08 0.11 0.04 -0.48
H 2.433303 -4.384723 -5.610509 -0.02 0.00 0.02 0.20
H 3.373744 -5.712025 -6.322142 0.06 0.11 0.00 0.25
H 2.230534 -4.779902 -7.329031 0.09 0.09 0.02 0.25
H 1.341626 -6.797025 -6.607041 -0.05 -0.02 0.02 0.28
C 1.938641 8.664924 1.576184 -0.09 -0.30 0.40 -0.48
O 0.983567 7.669859 1.943549 0.01 0.13 -0.14 -0.47
H 1.854138 8.831985 0.506121 -0.01 -0.05 -0.03 0.11
H 1.737553 9.597032 2.106080 0.12 0.11 -0.11 0.31
H 2.951367 8.320303 1.802252 0.05 0.10 -0.10 0.30
H 1.075623 7.523321 2.888360 -0.03 -0.13 -0.01 0.26
C 1.005064 12.461372 -0.469342 -0.07 -0.18 0.04 -0.55
O 0.888350 11.478002 0.550586 -0.03 0.20 -0.11 -0.46
H 1.569405 13.293170 -0.054646 0.01 0.00 0.02 0.21
H 1.540830 12.070726 -1.338550 0.01 0.06 -0.02 0.26
H 0.024131 12.825498 -0.787707 0.02 0.05 -0.03 0.25
H 0.392390 10.736323 0.191805 0.02 -0.05 0.07 0.29
```
Forces are in eV/Å.

***

E_tot for the records above, in order: -20950.4293, -132189.8607, -7634.4034, -87427.3670 eV